[1]
The following is a quantum chemistry calculation of C39H106CrN5O22 as an isolated structure, from OMol25.

Structure (XYZ):
```
173
C39H106CrN5O22 (ωB97M-V/def2-TZVPD)
Cr 14.353 11.264 14.917
O 18.409 11.135 14.684
C 17.030 11.118 14.752
O 16.340 10.153 15.177
O 16.310 12.068 14.397
H 18.680 10.307 15.132
O 14.153 14.404 17.391
C 14.213 13.300 16.623
O 13.807 13.277 15.451
O 14.700 12.166 16.887
H 14.556 14.170 18.325
O 13.324 10.739 11.102
C 13.733 10.884 12.360
O 13.679 12.002 12.908
O 14.029 10.002 13.228
H 12.932 11.665 10.837
C 11.143 16.180 17.587
C 11.504 16.795 16.247
C 10.859 18.157 16.035
O 12.920 16.853 16.207
H 11.251 15.095 17.577
H 10.126 16.423 17.895
H 11.837 16.568 18.342
H 11.176 16.157 15.404
H 9.775 18.144 16.178
H 11.053 18.537 15.025
H 11.284 18.880 16.738
H 13.241 15.968 16.478
C 10.570 12.061 8.806
C 10.835 13.116 9.909
C 9.946 12.894 11.130
O 12.232 13.116 10.291
H 9.586 12.217 8.358
H 10.573 11.048 9.234
H 11.317 12.087 8.009
H 10.590 14.097 9.476
H 8.943 12.644 10.769
H 9.877 13.741 11.815
H 10.334 12.024 11.675
H 12.387 13.957 10.785
C 14.866 15.443 13.277
C 13.363 15.767 13.126
C 13.106 17.191 12.660
O 12.902 14.902 12.120
H 15.110 14.398 13.083
H 15.265 15.748 14.248
H 15.386 16.043 12.518
H 12.825 15.558 14.061
H 13.658 17.432 11.748
H 13.428 17.887 13.442
H 12.034 17.374 12.496
H 13.175 13.994 12.415
C 12.988 16.116 21.637
C 13.973 17.294 21.927
C 13.516 18.665 21.455
O 14.213 17.407 23.323
H 12.206 15.918 22.391
H 13.585 15.201 21.576
H 12.528 16.199 20.648
H 14.952 17.083 21.477
H 12.603 18.998 21.957
H 13.288 18.606 20.388
H 14.298 19.410 21.589
H 13.346 17.396 23.747
C 15.359 14.347 9.755
C 16.887 14.487 9.778
C 17.537 13.629 10.846
O 18.965 13.859 10.935
C 19.481 13.225 12.095
N 17.395 14.088 8.486
H 14.815 15.048 10.388
H 15.017 13.327 9.967
H 15.043 14.565 8.728
H 17.181 15.535 9.941
H 17.326 12.567 10.613
H 17.075 13.860 11.820
H 20.457 13.677 12.275
H 19.609 12.141 11.967
H 18.827 13.414 12.955
H 16.912 13.222 8.231
H 18.373 13.806 8.645
C 11.767 8.168 16.950
C 12.172 9.220 15.920
C 11.252 10.430 15.929
O 11.780 11.435 15.082
C 10.928 12.564 14.867
N 13.568 9.650 16.139
H 11.894 8.537 17.972
H 12.395 7.286 16.815
H 10.724 7.861 16.816
H 12.099 8.759 14.924
H 11.151 10.825 16.954
H 10.259 10.106 15.570
H 11.513 13.262 14.271
H 10.676 13.068 15.817
H 10.007 12.308 14.327
H 13.629 9.974 17.131
H 14.159 8.794 16.174
C 16.036 7.722 20.151
C 14.938 8.362 19.330
C 14.657 9.804 19.767
O 13.465 10.223 19.117
C 12.873 11.341 19.737
N 15.335 8.217 17.922
H 16.223 6.693 19.837
H 15.785 7.684 21.216
H 16.975 8.275 20.025
H 13.977 7.844 19.460
H 15.487 10.476 19.468
H 14.566 9.832 20.871
H 13.421 12.266 19.509
H 12.809 11.224 20.829
H 11.858 11.434 19.342
H 16.233 8.714 17.815
H 15.566 7.228 17.750
C 9.585 14.168 20.115
C 9.294 13.466 18.794
C 8.720 12.063 18.977
O 8.626 11.417 17.701
C 7.857 10.207 17.782
N 8.297 14.227 18.081
H 8.667 14.322 20.707
H 10.034 15.147 19.950
H 10.273 13.587 20.742
H 10.177 13.396 18.147
H 7.722 12.155 19.454
H 9.354 11.451 19.640
H 6.806 10.422 18.042
H 8.259 9.510 18.534
H 7.911 9.746 16.803
H 7.428 14.159 18.628
H 8.097 13.695 17.227
C 15.048 18.628 18.355
C 15.620 18.780 16.951
C 16.352 17.519 16.443
O 17.509 17.307 17.256
C 18.607 18.136 16.818
N 14.589 19.282 16.031
H 14.804 19.581 18.838
H 15.774 18.108 18.997
H 14.146 18.007 18.303
H 16.388 19.556 17.014
H 16.655 17.618 15.388
H 15.714 16.631 16.525
H 18.371 19.196 16.945
H 18.900 17.931 15.779
H 19.444 17.895 17.468
H 13.843 18.575 16.021
H 14.176 20.096 16.490
C 15.503 13.852 22.961
O 15.188 12.813 22.028
H 15.795 13.434 23.923
H 16.313 14.484 22.579
H 14.637 14.480 23.121
H 15.818 12.104 22.202
C 18.356 10.872 18.210
O 19.314 10.922 19.249
H 18.671 11.488 17.371
H 18.260 9.843 17.850
H 17.389 11.234 18.569
H 19.746 11.782 19.241
C 16.274 14.957 19.650
O 15.206 14.040 19.696
H 17.251 14.495 19.819
H 16.270 15.428 18.667
H 16.109 15.752 20.387
H 15.138 13.614 20.583
C 18.229 14.347 16.434
O 18.923 15.043 17.441
H 17.192 14.140 16.755
H 18.175 14.943 15.512
H 18.711 13.403 16.195
H 18.372 15.830 17.615
```

## Properties
Spin multiplicity   4
LUMO (alpha / beta)   -0.524 / 0.041 eV

---

[2]
The following is a quantum chemistry calculation of C9H11N3ORhS4Sb as an isolated structure, from OMol25.

Structure (XYZ):
```
30
C9H11N3ORhS4Sb (ωB97M-V/def2-TZVPD)
Rh 0.379 -0.138 -0.278
S -3.174 -0.403 3.096
Sb -1.483 -1.529 2.054
S 0.654 -0.546 2.167
S -1.560 -1.604 -0.311
O 2.390 2.070 -0.688
N 2.112 0.996 -0.175
C 0.285 -0.147 -2.071
C 0.138 -0.128 -3.425
C -0.221 -1.295 -4.162
C -0.364 -1.223 -5.528
C -0.161 -0.024 -6.214
C 0.190 1.124 -5.500
C 0.341 1.096 -4.134
H -0.388 -2.221 -3.628
H -0.642 -2.115 -6.075
H -0.278 0.016 -7.289
H 0.348 2.058 -6.026
H 0.614 1.982 -3.577
C -0.858 2.518 3.767
N -1.342 2.329 2.417
C -0.582 2.491 1.340
N 0.625 3.060 1.481
S -1.148 2.002 -0.197
H -1.654 2.232 4.450
H -0.594 3.564 3.941
H 0.004 1.874 3.968
H -2.138 1.705 2.305
H 1.077 3.004 2.380
H 1.237 2.996 0.673
```

## Properties
Spin multiplicity   6
LUMO (alpha / beta)   2.550 / 1.184 eV
Charge   -1
Energy above the lowest of the compared OMol25 structures with the same formula, charge and spin   0.6 kcal per mole

---

[3]
The following is a quantum chemistry calculation of a 2-piece molecular cluster, C4H11NO2 overall, from OMol25.

Structure (XYZ):
```
18
C4H11NO2 (ωB97M-V/def2-TZVPD)
C -0.327 -0.417 1.885
C 0.517 0.778 2.339
C -0.418 -0.566 0.360
N -0.859 0.548 -0.272
C -0.804 0.679 -1.704
O 0.037 -1.557 -0.183
H -1.341 -0.215 2.244
H 0.037 -1.344 2.312
H 0.600 0.790 3.420
H 1.511 0.803 1.889
H 0.071 1.711 2.012
H -1.409 1.162 0.301
H -0.243 1.573 -1.991
H -1.786 0.826 -2.139
H -0.329 -0.194 -2.140
H 1.145 -1.649 -3.401
H 1.629 -1.407 -2.018
O 1.968 -1.519 -2.917
```

## Properties
SMILES   CCC(=O)NC.O
LUMO   0.704 eV
Energy above the lowest of the compared OMol25 structures with the same formula, charge and spin   8.7 kcal per mole

---

[4]
The following is a quantum chemistry calculation of an isolated ion of composition C2H2FO2S and charge -1, from OMol25.

Structure (XYZ):
```
8
C2H2FO2S (ωB97M-V/def2-TZVPD)
C 0.165 -0.472 0.817
C -0.304 -0.153 -0.681
O 0.735 0.407 1.473
O -0.221 -1.546 1.180
F 0.444 -0.786 -1.578
S -0.144 1.631 -0.790
H -1.448 -0.547 -0.745
H 0.773 1.466 0.324
```

## Properties
SMILES   O=C([O-])[C@H](F)S
LUMO   3.685 eV
Charge   -1
Energy above the lowest of the compared OMol25 structures with the same formula, charge and spin   0.0 kcal per mole

---

[5]
The following is a quantum chemistry calculation of C4H8N2O2 as an isolated structure, from OMol25.

Structure (XYZ):
```
16
C4H8N2O2 (ωB97M-V/def2-TZVPD)
C 1.913 -0.634 0.922
C 0.472 -0.437 0.445
C -1.406 -1.163 -0.613
C 0.453 1.122 0.395
H 2.102 0.047 1.937
H 2.699 0.223 0.486
H 2.338 -1.771 0.843
H -0.138 -0.614 1.504
H -2.123 -1.006 0.148
H -3.210 -1.361 -1.526
H -1.697 -1.015 -2.998
H 0.806 2.913 1.345
N -0.057 -1.062 -0.682
N -2.104 -1.578 -1.882
O 0.876 1.849 1.651
O -0.157 1.618 -0.487
```

## Properties
LUMO   0.388 eV
Energy above the lowest of the compared OMol25 structures with the same formula, charge and spin   146.6 kcal per mole

---

[6]
The following is a quantum chemistry calculation of a 2-piece molecular cluster, C6H14N2O2 overall, from OMol25.

Structure (XYZ):
```
24
C6H14N2O2 (ωB97M-V/def2-TZVPD)
C 0.952 3.167 0.205
C 2.611 -0.141 -0.358
C 1.180 1.718 0.215
O 0.274 0.880 0.328
N 2.469 1.302 -0.106
H 1.463 3.654 1.018
H -0.117 3.533 0.249
H 3.283 1.787 -0.393
H 1.847 -0.756 0.161
H 1.127 3.636 -0.693
H 2.481 -0.377 -1.504
H 3.651 -0.400 -0.208
C -1.797 -2.024 1.972
C -1.651 -0.874 -1.718
C -1.981 -1.796 -0.576
O -2.327 -3.029 -0.678
N -1.884 -1.282 0.645
H -1.776 -0.268 0.769
H -1.664 -3.110 1.879
H -0.878 -1.600 2.416
H -0.846 -1.319 -2.248
H -2.645 -1.775 2.602
H -2.335 -1.048 -2.515
H -1.437 0.120 -1.460
```

## Properties
SMILES   CNC(C)=O.CNC(C)=O
LUMO   0.590 eV
Energy above the lowest of the compared OMol25 structures with the same formula, charge and spin   42.2 kcal per mole

---

[7]
The following is a quantum chemistry calculation of the molecule C5H6O, from OMol25.

Structure (XYZ):
```
12
C5H6O (ωB97M-V/def2-TZVPD)
C 2.190 -0.165 0.392
C 1.290 0.969 0.187
C 0.182 0.474 -0.009
C -1.232 0.471 0.168
C -1.974 -0.477 -0.722
O -2.955 -1.092 -0.395
H 2.486 -0.280 1.441
H 2.933 -0.139 -0.387
H 1.567 -1.040 -0.080
H -1.511 1.502 -0.096
H -1.509 0.313 1.209
H -1.552 -0.569 -1.741
```

## Properties
SMILES   CC#CCC=O
LUMO   -0.012 eV
Energy above the lowest of the compared OMol25 structures with the same formula, charge and spin   103.0 kcal per mole

---

[8]
The following is a quantum chemistry calculation of the molecule C5H4O3S, from OMol25.

Structure (XYZ):
```
13
C5H4O3S (ωB97M-V/def2-TZVPD)
C -1.441 1.309 -0.757
C -0.318 0.769 -1.390
C -1.898 0.378 0.317
C 1.215 0.031 0.951
C 1.997 -0.974 1.305
O -2.759 0.571 1.113
O -1.163 -0.777 0.263
O 0.630 -1.747 -1.239
S 0.269 -0.584 -0.429
H -1.738 2.379 -0.839
H 0.356 1.284 -2.020
H 2.194 -1.820 0.638
H 2.656 -0.820 2.087
```

## Properties
SMILES   C=C=[S@]1(=O)C=CC(=O)O1
LUMO   -1.424 eV
Energy above the lowest of the compared OMol25 structures with the same formula, charge and spin   39.1 kcal per mole

---

[9]
The following is a quantum chemistry calculation of a 2-piece molecular cluster, C5H12NS overall, from OMol25.

Structure (XYZ):
```
19
C5H12NS (ωB97M-V/def2-TZVPD)
C 0.102 2.504 -0.241
C 0.753 1.363 -0.488
C 2.470 -1.297 -0.181
C 0.981 -1.140 -0.542
C 0.425 0.081 0.083
N -0.323 -0.028 1.141
S -4.369 -0.240 -0.150
H 0.391 3.417 -0.733
H -0.753 2.577 0.414
H 1.560 1.354 -1.208
H 2.611 -1.306 0.898
H 3.067 -0.494 -0.602
H 2.828 -2.238 -0.586
H 0.435 -2.024 -0.207
H 0.898 -1.066 -1.627
H -0.701 0.784 1.615
H -5.415 0.102 -0.880
H -0.562 -0.937 1.516
H -5.077 -1.064 0.612
```

## Properties
LUMO   -5.128 eV
Charge   +1
Energy above the lowest of the compared OMol25 structures with the same formula, charge and spin   18.6 kcal per mole

---

[10]
The following is a quantum chemistry calculation of CH5NO2 as an isolated structure, from OMol25.

Structure (XYZ):
```
9
CH5NO2 (ωB97M-V/def2-TZVPD)
C -0.879 0.692 -0.021
N 1.098 -0.750 0.150
O 0.506 0.719 0.302
O -1.370 -0.516 0.299
H -0.310 -1.225 0.145
H 1.606 -0.792 -0.729
H 1.773 -0.803 0.906
H -1.830 1.240 -0.196
H -0.594 1.434 -0.855
```

## Properties
LUMO   0.248 eV
Energy above the lowest of the compared OMol25 structures with the same formula, charge and spin   181.3 kcal per mole

---

[11]
The following is a quantum chemistry calculation of C18H11N3O4RhS as an isolated structure, from OMol25.

Structure (XYZ):
```
38
C18H11N3O4RhS (ωB97M-V/def2-TZVPD)
Rh 0.003 0.065 0.084
O 0.158 -5.764 -0.020
C 1.395 -5.285 -0.034
O 2.376 -5.970 0.034
C 1.559 -3.795 -0.103
C 2.797 -3.191 -0.039
N 2.608 -1.862 -0.084
N 1.308 -1.570 -0.201
C 0.664 -2.732 -0.200
C -0.809 -2.649 -0.277
O -1.492 -3.645 -0.281
O -1.264 -1.418 -0.328
H -0.519 -5.061 -0.131
H 3.774 -3.641 0.036
H 3.305 -1.134 -0.099
S 0.014 1.664 4.243
C 0.005 -0.062 4.425
C -0.005 -0.807 5.603
C -0.020 -2.179 5.497
C -0.026 -2.807 4.244
C -0.016 -2.071 3.080
C 0.001 -0.682 3.176
N 0.012 0.245 2.132
C 0.013 1.485 2.551
C 0.009 2.532 1.551
C 0.043 3.891 1.804
C 0.026 4.779 0.732
C -0.028 4.310 -0.575
C -0.065 2.942 -0.829
C -0.033 2.064 0.237
H -0.002 -0.323 6.572
H -0.032 -2.781 6.395
H -0.044 -3.887 4.191
H -0.033 -2.551 2.113
H 0.081 4.258 2.824
H 0.050 5.844 0.918
H -0.044 5.007 -1.402
H -0.120 2.586 -1.852
```

## Properties
LUMO (alpha / beta)   -5.813 / -5.891 eV
Charge   +1
Energy above the lowest of the compared OMol25 structures with the same formula, charge and spin   27.3 kcal per mole

---

[12]
The following is a quantum chemistry calculation of a 4-piece molecular cluster, C34H64BFN2O17P3 overall, from OMol25.

Structure (XYZ):
```
122
C34H64BFN2O17P3 (ωB97M-V/def2-TZVPD)
C -3.970 -0.011 4.788
C -3.836 -1.477 4.097
C -2.574 -2.318 4.692
O -1.373 -1.529 4.488
C -0.264 -2.375 4.044
N -0.431 -2.643 2.584
C -0.834 -3.937 2.030
O -1.021 -4.971 2.978
C 0.076 -5.931 2.967
C 1.498 -5.343 3.427
C 2.620 -6.366 2.820
C 1.595 -5.385 5.027
C 2.934 -4.745 5.657
C 3.786 -3.821 4.658
C 2.498 -3.778 6.897
C -1.051 -4.197 0.512
B -1.545 -5.612 -0.132
C -2.799 -6.489 0.487
O -0.849 -6.113 -1.278
C -0.773 -2.997 -0.478
C -0.907 -3.103 -2.062
O 0.142 -3.346 -2.720
O -2.103 -2.958 -2.806
C -0.304 -1.655 0.149
C 0.058 -0.368 -0.758
C -1.055 0.792 -0.571
F -0.311 2.019 -0.299
C -0.167 -1.511 1.686
C 0.304 -0.122 2.278
C -0.661 0.987 2.816
C -0.235 2.329 3.436
N 1.142 2.652 3.580
C 2.054 1.687 3.083
C 1.818 0.306 2.439
H -3.180 0.025 5.616
H -5.015 0.204 5.196
H -3.696 0.762 3.994
H -4.831 -2.017 4.274
H -3.727 -1.361 2.958
H -2.586 -3.321 4.145
H -2.799 -2.417 5.822
H 0.724 -1.842 4.305
H -0.306 -3.307 4.703
H 0.235 -6.472 1.972
H -0.207 -6.749 3.735
H 1.704 -4.325 2.952
H 3.558 -6.372 3.469
H 2.856 -6.102 1.717
H 2.144 -7.421 2.810
H 0.673 -4.950 5.568
H 1.605 -6.509 5.317
H 3.596 -5.597 6.036
H 4.502 -3.124 5.240
H 4.312 -4.387 3.819
H 3.042 -3.098 4.134
H 1.903 -4.328 7.700
H 3.498 -3.389 7.333
H 1.936 -2.842 6.543
H -3.028 -7.289 -0.310
H -2.417 -6.966 1.461
H -3.694 -5.800 0.669
H -0.999 -7.078 -1.374
H -2.859 -3.033 -2.174
H 1.109 -0.034 -0.408
H 0.196 -0.675 -1.862
H -1.662 0.825 -1.535
H -1.669 0.526 0.363
H -1.791 0.778 2.741
H -1.005 3.085 3.838
H 3.167 1.983 3.175
H 2.673 -0.391 2.105
C 7.370 5.771 4.011
O 6.276 6.655 3.817
P 5.315 7.060 5.183
O 6.507 7.141 6.126
O 4.670 5.543 5.202
C 3.924 5.127 4.063
O 4.254 7.526 6.460
C 3.008 8.069 6.031
H 7.641 5.353 3.039
H 8.230 6.320 4.399
H 7.109 4.952 4.684
H 4.535 4.444 3.467
H 3.625 5.977 3.445
H 3.031 4.600 4.404
H 2.439 7.322 5.470
H 3.178 8.949 5.406
H 2.433 8.364 6.909
C -0.014 2.912 -3.001
O -0.548 2.282 -4.157
P 0.455 2.174 -5.549
O 1.711 1.878 -4.739
O 0.305 3.793 -5.808
C -1.003 4.310 -6.064
O 1.354 2.020 -7.013
C 0.574 1.748 -8.173
H -0.846 3.210 -2.359
H 0.608 2.209 -2.446
H 0.562 3.803 -3.259
H -1.368 4.810 -5.164
H -1.703 3.520 -6.348
H -0.939 5.038 -6.873
H -0.114 2.574 -8.368
H 0.011 0.821 -8.035
H 1.243 1.633 -9.027
C -2.009 1.467 -10.976
O -3.082 2.375 -11.192
P -4.003 2.846 -9.824
O -2.780 2.916 -8.924
O -4.682 1.347 -9.754
C -5.469 0.924 -10.864
O -5.014 3.353 -8.524
C -6.263 3.914 -8.923
H -1.758 1.006 -11.934
H -1.132 2.008 -10.617
H -2.284 0.681 -10.271
H -4.893 0.214 -11.461
H -5.766 1.767 -11.493
H -6.364 0.426 -10.487
H -6.863 3.170 -9.454
H -6.095 4.781 -9.567
H -6.803 4.235 -8.032
```

## Properties
LUMO   -4.721 eV
Charge   +1